1.
Formula: H36O18
Source: the Open Molecules 2025 dataset
Level of theory: wB97M-V/def2-TZVPD

CARTESIAN COORDINATES (ANGSTROEM)
O  -1.557  5.019  0.893
H  -1.218  4.611  0.108
H  -0.902  5.185  1.557
O  4.498  -1.368  -1.464
H  5.116  -1.088  -0.759
H  3.826  -0.687  -1.374
O  -5.397  1.071  -2.157
H  -4.635  0.689  -1.694
H  -5.561  0.406  -2.838
O  2.584  0.015  0.025
H  3.483  -0.051  0.372
H  2.382  -0.907  0.218
O  -0.176  -1.475  -4.422
H  -0.580  -0.767  -3.906
H  0.627  -1.804  -3.993
O  2.812  -2.008  2.515
H  1.996  -2.430  2.306
H  3.660  -2.442  2.517
O  2.893  0.727  -3.744
H  3.663  1.275  -3.691
H  3.004  -0.230  -3.707
O  1.746  -4.192  -1.772
H  1.898  -4.729  -0.981
H  1.227  -4.844  -2.271
O  -0.782  -1.484  5.153
H  0.128  -1.815  5.215
H  -0.832  -1.051  4.296
O  2.647  2.943  1.679
H  2.917  3.122  0.763
H  3.141  2.166  1.983
O  0.502  3.590  -4.006
H  0.792  2.797  -3.568
H  1.218  4.215  -3.933
O  -0.321  -0.255  2.342
H  0.302  0.483  2.226
H  -0.870  0.179  3.013
O  -4.002  -2.739  -1.080
H  -3.084  -3.008  -0.934
H  -4.540  -3.177  -0.411
O  -1.982  -4.708  1.791
H  -2.346  -4.546  0.927
H  -2.393  -3.962  2.253
O  -3.203  1.944  2.761
H  -3.718  1.791  1.964
H  -3.564  2.347  3.556
O  2.490  2.710  -1.506
H  2.676  1.754  -1.714
H  1.531  2.563  -1.659
O  -4.125  -1.964  2.028
H  -3.980  -1.607  2.922
H  -4.046  -1.092  1.609
O  -0.073  2.931  -0.102
H  -0.726  2.926  0.600
H  0.855  2.974  0.096

E: -37438.021 eV
spin multiplicity: 2
orbital gap (spin up / spin down): 2.07 / 10.23 eV
charge: -1
E_HOMO (spin up / spin down): -0.17 / -8.42 eV


2.
Formula: C3H8O2Se
Source: the Open Molecules 2025 dataset
Level of theory: wB97M-V/def2-TZVPD

CARTESIAN COORDINATES (ANGSTROEM)
C  1.639  0.074  0.511
C  -1.848  -0.830  -0.448
C  0.328  0.776  0.608
O  1.914  -0.748  1.611
O  0.062  1.606  -0.431
Se  -1.683  0.116  -2.020
H  1.678  -0.482  -0.444
H  2.451  0.818  0.485
H  -1.685  -1.895  -0.511
H  -2.720  -0.551  0.131
H  -0.094  1.002  1.576
H  1.209  -1.401  1.698
H  -0.781  2.062  -0.306
H  -0.471  -0.547  -2.459

E: -72677.535 eV
orbital gap (spin up / spin down): 7.43 / 8.08 eV
E_HOMO (spin up / spin down): -7.21 / -7.43 eV


3.
Formula: C19H23CrN5O3S
Source: the Open Molecules 2025 dataset
Level of theory: wB97M-V/def2-TZVPD

CARTESIAN COORDINATES (ANGSTROEM)
Cr  -1.217  1.752  -0.735
C  -1.865  3.807  -0.605
C  -0.490  3.713  -0.234
C  0.232  3.271  -1.367
C  -0.683  3.100  -2.430
C  -1.973  3.435  -1.963
H  -2.677  4.109  0.036
H  -0.077  3.915  0.741
H  1.283  3.039  -1.401
H  -0.443  2.693  -3.400
H  -2.891  3.341  -2.523
N  5.957  -0.960  2.688
C  4.813  -0.907  1.934
C  3.743  -1.770  2.205
C  2.576  -1.690  1.476
C  2.465  -0.745  0.460
C  3.520  0.117  0.174
C  4.683  0.039  0.907
S  0.998  -0.629  -0.460
O  0.250  -1.852  -0.304
O  1.292  -0.152  -1.786
N  0.121  0.601  0.197
C  -0.613  0.458  1.331
N  -0.372  -0.353  2.353
C  -1.196  -0.222  3.386
C  -2.251  0.690  3.427
C  -2.461  1.448  2.295
N  -1.664  1.310  1.240
H  6.124  -1.784  3.237
H  6.783  -0.515  2.327
H  3.839  -2.506  2.994
H  1.747  -2.351  1.683
H  3.429  0.829  -0.635
H  5.510  0.703  0.687
H  -1.004  -0.876  4.229
H  -2.883  0.785  4.296
H  -3.280  2.153  2.213
C  -2.078  -3.256  -2.112
N  -1.926  -1.820  -2.345
C  -1.182  -1.428  -3.541
C  -2.305  -0.947  -1.448
C  -3.001  -1.406  -0.208
O  -2.079  0.299  -1.637
H  -1.483  -3.779  -2.855
H  -3.118  -3.564  -2.217
H  -1.702  -3.521  -1.127
H  -1.712  -1.783  -4.424
H  -0.191  -1.877  -3.497
H  -1.075  -0.351  -3.577
H  -3.768  -2.147  -0.425
H  -3.449  -0.552  0.290
H  -2.257  -1.863  0.450

E: -72921.369 eV
spin multiplicity: 2
orbital gap (spin up / spin down): 7.12 / 7.45 eV
charge: +1
E_HOMO (spin up / spin down): -10.51 / -10.51 eV


ΔE to the lowest compared entry with this formula, charge and spin readings, ordered: 41.0, 62.7, 0.0 kcal per mole